No. 1
Here is a molecular structure, C49H49BaIN5S2Si from the Open Molecules 2025 dataset. Energies are from ωB97M-V with the def2-TZVPD basis set.

The geometry in ORCA input format:
```
! wB97M-V def2-TZVPD RIJCOSX def2/J DEFGRID3
* xyz -1 1
Ba -0.47374 -0.40761 -0.36636
I -3.10748 -2.54116 0.83989
S 2.02706 -3.64808 3.66064
S 4.16243 -3.71791 -2.25862
Si -0.33324 2.19479 2.48171
N -1.00919 -1.61778 -2.78015
N 2.06469 0.65073 1.85355
N 2.21736 -2.50555 -1.13766
N 0.89015 0.65013 -2.46154
N 1.10484 -2.71671 1.47183
C -0.36206 -4.40183 -2.10738
C -1.89815 -2.71110 -3.14078
C -6.93981 -0.32619 -1.11765
C 4.34307 0.56797 2.91275
C 0.14673 5.01895 -1.25656
C 2.84382 -3.26230 -0.17447
C 0.78968 4.41410 0.97972
C -0.98910 -4.71746 -4.39465
C -0.74646 -0.76391 -3.69897
C -4.49014 -0.44355 -0.83456
C -4.20154 1.70766 -2.54958
C 2.58396 1.40509 0.69611
C 1.65182 1.70146 -2.82969
C 0.45256 -5.51831 -2.17023
C 3.09081 -0.18917 2.45432
C -1.48996 0.87846 2.11279
C 1.41956 1.51986 2.84568
C 4.80622 1.54663 1.81774
C -1.04058 5.50020 5.02480
C -4.74931 -1.56194 0.00610
C -0.81948 4.02781 -1.23700
C 4.09206 1.25819 0.50177
C -0.83008 4.98303 6.29369
C -0.97164 3.23056 -0.10722
C -5.99908 -2.03496 0.28235
C 1.46419 2.06218 -4.16261
C -1.09087 -3.98402 -3.22156
C 2.98235 -3.82489 2.26141
C -3.15299 0.00781 -1.08109
C -3.08533 1.07425 -1.95693
C -0.50766 3.35062 4.00987
C -0.16495 3.39269 1.01707
C 0.82034 -2.85190 2.74209
C -0.17754 -5.84491 -4.46110
C -5.64219 0.16563 -1.40924
C 0.16911 0.33876 -3.59169
C 0.54765 -6.24628 -3.35223
C 2.32884 -3.27750 1.19727
C 2.39926 -2.01783 -3.56569
C -0.46850 3.64959 6.42994
C -0.45246 -2.39432 3.35200
C 3.92191 -3.98646 -0.59355
C 2.81392 -2.65927 -2.28923
C 0.49786 1.17877 -4.65828
C -0.31796 2.85389 5.30342
C 0.95012 5.21692 -0.13868
C -5.46475 1.26801 -2.27900
C -7.11905 -1.39479 -0.29087
C -0.87893 4.69265 3.90562
H -0.10657 -6.40263 -5.38688
H 2.07436 1.13283 -0.23424
H -0.86017 -1.59201 2.74117
H -0.95203 5.60965 7.16920
H 2.64065 -0.71519 3.29833
H 3.95765 -4.27858 2.27834
H 4.52975 -4.65540 -0.00986
H -6.13257 -2.89139 0.92961
H -1.45226 3.86010 -2.10031
H 1.02174 -5.81730 -1.29813
H -0.41410 -3.82800 -1.18986
H 2.44114 -0.93356 -3.47266
H -1.53845 -4.39661 -5.27261
H 2.31054 2.18224 -2.11812
H -4.05565 2.54669 -3.22347
H 4.13686 1.10497 3.84112
H -2.49942 1.15193 1.79485
H 1.95383 2.87071 -4.68294
H -1.17749 -3.20890 3.40288
H -7.79314 0.16819 -1.56984
H -6.33872 1.73660 -2.71795
H 1.37041 -2.30049 -3.78246
H -2.66453 -2.80450 -2.36492
H -0.30584 -2.00604 4.36062
H -1.33201 6.53702 4.90166
H 5.89071 1.51055 1.69122
H 1.70696 5.99304 -0.14430
H 5.12839 -0.15712 3.14522
H -2.41413 -2.51647 -4.08963
H -1.74107 2.46413 -0.10131
H 4.41683 1.95797 -0.27129
H 0.07500 1.13409 -5.65113
H 2.06619 2.37558 3.11826
H -1.04595 5.12516 2.92532
H 1.18516 -7.12007 -3.40488
H -2.11564 1.48882 -2.24607
H 2.37494 2.46845 0.84301
H 4.34207 0.25991 0.12926
H -8.11357 -1.76219 -0.07013
H -0.30760 3.22720 7.41529
H 1.42809 4.57988 1.84298
H -0.05651 1.81000 5.44755
H -1.58445 0.16936 2.93747
H 1.30903 0.94092 3.77036
H -1.23145 -0.86175 -4.67977
H 0.28082 5.63281 -2.13909
H 3.03724 -2.34464 -4.38672
H 4.56690 2.57373 2.11080
H 3.37993 -0.95934 1.73483
*
```

Calculated values
Relative energy (zero: lowest compared OMol25 entry of this formula, charge and spin)   10.6 kcal per mole
DFT total energy   -3579.5550 Ha
HOMO level   -3.941 eV
Kohn-Sham gap   0.2127 hartree

Results of the Löwdin charge analysis, in e, for atoms 1 through 99:
1 Ba 1.4981
2 I 0.9904
3 S 1.0567
4 S 1.0555
5 Si 0.5215
6 N -0.1034
7 N -0.1915
8 N 0.1002
9 N -0.1290
10 N 0.0818
11 C -0.0476
12 C -0.1895
13 C -0.0575
14 C -0.1672
15 C -0.0980
16 C -0.3512
17 C -0.1320
18 C -0.0476
19 C -0.1690
20 C -0.2827
21 C -0.0952
22 C -0.1999
23 C -0.2242
24 C -0.0846
25 C -0.2224
26 C -0.3902
27 C -0.2435
28 C -0.1883
29 C -0.1046
30 C -0.6287
31 C -0.0808
32 C -0.1814
33 C -0.1189
34 C -0.1079
35 C -0.1792
36 C -0.1196
37 C -0.2087
38 C -0.3623
39 C -0.2846
40 C -0.2046
41 C -0.2243
42 C -0.2528
43 C -0.6472
44 C -0.0985
45 C -0.1840
46 C -0.4225
47 C -0.1034
48 C -0.3616
49 C -0.0586
50 C -0.1097
51 C -0.1132
52 C -0.3640
53 C -0.6275
54 C -0.0794
55 C -0.1101
56 C -0.0956
57 C -0.0695
58 C -0.1071
59 C -0.1012
60 H 0.0948
61 H 0.0539
62 H -0.0116
63 H 0.0898
64 H 0.0981
65 H 0.0705
66 H 0.0669
67 H 0.0776
68 H 0.0990
69 H 0.1016
70 H 0.0857
71 H 0.0706
72 H 0.1063
73 H 0.0845
74 H 0.0938
75 H 0.0995
76 H -0.0402
77 H 0.0747
78 H 0.0665
79 H 0.1023
80 H 0.0976
81 H 0.0701
82 H 0.0905
83 H 0.0839
84 H 0.0932
85 H 0.0995
86 H 0.0939
87 H 0.1027
88 H 0.1129
89 H 0.0626
90 H 0.1103
91 H 0.0896
92 H 0.0892
93 H 0.0924
94 H 0.0944
95 H 0.0556
96 H 0.0976
97 H 0.1095
98 H 0.0928
99 H 0.0916

No. 2
Here is a molecular structure, C23H12F4IMnN7O from the Open Molecules 2025 dataset. Energies are from ωB97M-V with the def2-TZVPD basis set.

The geometry in ORCA input format:
```
! wB97M-V def2-TZVPD RIJCOSX def2/J DEFGRID3
* xyz 2 6
I 0.27205 -3.47244 -0.44973
Mn -0.95822 -0.79368 -0.60459
F 2.79444 -0.14746 5.38707
F 4.47935 1.24513 0.41731
F 5.22634 0.69954 5.09752
F 2.06042 0.34763 0.68781
O -0.32176 -1.05181 -2.50416
N 7.98338 1.78090 4.51917
N 1.19388 -1.51456 -4.07983
N -3.11051 -1.80317 -0.59254
N -0.78559 -0.38855 1.34930
N -2.42564 0.79949 -0.96035
N 7.19958 2.42946 0.36233
N -0.06173 -1.27064 5.39309
C 2.28176 0.08784 3.06500
C 3.20405 0.19680 4.17991
C 7.19119 1.66390 3.69521
C -6.03558 -0.46417 -2.54831
C 6.25149 1.55898 2.60994
C 4.07867 0.93216 1.63117
C 0.05443 -0.37292 2.13597
C 0.44606 -0.83301 4.45862
C 6.76432 2.03168 1.34750
C -4.00778 -0.94296 -1.33718
C 4.99962 1.06909 2.75273
C -5.16114 -1.37829 -1.90899
C -4.54645 1.34131 -1.99397
C 0.47511 -1.85864 -3.03394
C 1.00004 -0.34979 3.22337
C -2.12513 2.08415 -0.94173
C -5.75294 0.86707 -2.56523
C -3.65067 0.42150 -1.42957
C -4.18557 2.70733 -1.95623
C -2.99254 3.08152 -1.40849
C 2.83231 0.47322 1.78831
C 4.45982 0.64036 4.03575
C 0.61906 -3.28242 -2.54777
H -6.43812 1.57328 -3.01722
H -2.69673 4.12000 -1.34849
H -6.95089 -0.83451 -2.99009
H -3.26435 -1.65070 0.40180
H -4.86491 3.44919 -2.35865
H -5.43477 -2.42600 -1.85278
H -3.32088 -2.77695 -0.77553
H 1.60611 -3.68955 -2.73640
H 1.08989 -0.58965 -4.47372
H 1.81247 -2.15750 -4.54907
H -1.15268 2.35377 -0.54588
H -0.13124 -3.90589 -3.02840
*
```

Calculated values
<S²>   8.764
DFT total energy   -3189.8085 Ha
HOMO level (alpha / beta)   -14.264 / -14.305 eV
Kohn-Sham gap (alpha / beta)   0.2240 / 0.2256 hartree

The molecule's natural (NBO) atomic charges, reported in e, are given here:
1 I 0.2253
2 Mn 1.5153
3 F -0.2606
4 F -0.2591
5 F -0.2413
6 F -0.3126
7 O -0.7629
8 N -0.1166
9 N -0.7183
10 N -0.8983
11 N -0.5677
12 N -0.6139
13 N -0.1418
14 N -0.1690
15 C 0.0154
16 C 0.3584
17 C 0.2012
18 C -0.1760
19 C -0.0515
20 C 0.4645
21 C 0.5287
22 C 0.2197
23 C 0.2104
24 C 0.0933
25 C -0.1345
26 C -0.1834
27 C -0.0961
28 C 0.6834
29 C -0.3041
30 C 0.0933
31 C -0.1616
32 C 0.1981
33 C -0.0642
34 C -0.2603
35 C 0.2665
36 C 0.3950
37 C -0.6211
38 H 0.2422
39 H 0.2524
40 H 0.2467
41 H 0.3996
42 H 0.2447
43 H 0.2321
44 H 0.4087
45 H 0.2668
46 H 0.4384
47 H 0.4309
48 H 0.2014
49 H 0.2827

No. 3
Here is 2 unconnected molecules or ions with the total composition C21H42NO from the Open Molecules 2025 dataset. Energies are from ωB97M-V with the def2-TZVPD basis set.

The geometry in ORCA input format:
```
! wB97M-V def2-TZVPD RIJCOSX def2/J DEFGRID3
* xyz 1 1
O 0.95300 4.05258 -2.80190
N 0.23551 -2.48521 -0.13906
C 1.01061 -3.50995 0.57836
C -1.07890 -2.85089 -0.80139
C 2.36119 -1.89338 2.00350
C -1.57322 -0.27515 2.23571
C 1.15011 -2.12996 -1.29921
C 1.00381 5.07335 -3.80974
C 3.13832 4.07703 -3.71778
C -2.17885 -3.67370 1.42502
C -1.64969 0.88462 1.16633
C 3.50411 -1.29215 2.58839
C -1.59290 3.57373 -0.33286
C 2.46979 5.40503 -4.02123
C -1.88585 -3.98123 -0.08228
C 2.27525 3.54261 -2.58856
C -3.01200 -0.54319 2.85228
C -3.27060 -2.07501 3.06522
C -3.47630 -2.82518 1.67858
C -0.28225 2.74619 -0.10789
C -0.33395 1.71909 1.07457
C 2.42534 -2.77661 0.70609
C 2.46381 -1.73662 -0.51180
H -2.44727 1.57379 1.54303
H -2.48044 -2.55877 3.67980
H 4.17567 -1.94868 3.18470
H -3.76587 -0.19953 2.10672
H -1.61304 4.54420 0.20769
H 4.18942 4.16615 -3.44361
H 0.55283 4.66913 -4.72220
H 2.62437 3.90539 -1.61546
H -1.32164 -3.21268 1.96837
H -0.88773 -3.18514 -1.84581
H 0.08267 -1.57525 0.30752
H -2.33748 -4.65987 1.92778
H -1.66329 -1.90465 -0.89609
H 3.06715 3.41784 -4.58778
H 0.51463 3.48560 0.15447
H -2.00953 0.51678 0.17929
H 0.73080 -3.70393 1.63482
H 3.65730 -0.20248 2.48073
H 0.49472 0.97895 0.88262
H -0.81985 -0.03616 3.01917
H 2.79193 6.15744 -3.29596
H -0.05759 2.20511 2.03890
H -2.86860 -4.07861 -0.59815
H 0.05037 2.30170 -1.07373
H 1.33819 -3.10351 -1.80938
H 2.24579 2.45063 -2.56211
H 0.72592 -1.38650 -1.99943
H 1.38260 -1.67142 2.50462
H -1.26622 -1.21710 1.72105
H 2.25137 -0.72696 -0.09822
H -1.35667 -4.95413 -0.18685
H -3.71494 -2.09962 0.87460
H -4.22032 -2.20210 3.64035
H 3.32209 -3.41886 0.83505
H 0.41923 5.93571 -3.48618
H -2.53411 3.02248 -0.13376
H -1.61687 3.83919 -1.41873
H -4.30980 -3.53827 1.85611
H 3.40808 -1.88803 -1.06495
H -3.07879 0.02763 3.79996
H 1.00952 -4.53576 0.15168
H 2.67911 5.78434 -5.02098
*
```

Calculated values
DFT total energy   -954.9159 Ha
HOMO level   -10.894 eV
Kohn-Sham gap   0.2807 hartree

The molecule's natural (NBO) atomic charges, reported in e, are given here:
1 O -0.5503
2 N -0.3917
3 C -0.2619
4 C -0.2214
5 C -0.2100
6 C -0.3896
7 C -0.2174
8 C -0.0672
9 C -0.4314
10 C -0.4160
11 C -0.4230
12 C -0.3970
13 C -0.6291
14 C -0.4314
15 C -0.4284
16 C -0.0653
17 C -0.3970
18 C -0.3988
19 C -0.4198
20 C -0.4093
21 C -0.3818
22 C -0.2694
23 C -0.4234
24 H 0.2165
25 H 0.1995
26 H 0.2241
27 H 0.2021
28 H 0.2167
29 H 0.2225
30 H 0.1675
31 H 0.1670
32 H 0.1893
33 H 0.2297
34 H 0.4657
35 H 0.2306
36 H 0.2318
37 H 0.2018
38 H 0.2152
39 H 0.1921
40 H 0.2536
41 H 0.2207
42 H 0.1612
43 H 0.2154
44 H 0.2058
45 H 0.2150
46 H 0.2474
47 H 0.2047
48 H 0.2196
49 H 0.1686
50 H 0.2502
51 H 0.2060
52 H 0.1455
53 H 0.2315
54 H 0.2186
55 H 0.2016
56 H 0.2206
57 H 0.2601
58 H 0.1904
59 H 0.1994
60 H 0.2280
61 H 0.2287
62 H 0.2621
63 H 0.2236
64 H 0.2547
65 H 0.2259

Question: The lowest DFT total energy belongs to which entry?
Answer: C49H49BaIN5S2Si

Question: What is the DFT total energy in the second record?
Answer: -3189.8085 Ha

Question: DFT total energy of number 3 (C21H42NO)?
Answer: -954.9159 Ha

Question: The highest DFT total energy belongs to which entry?
Answer: C21H42NO